Record 1
Density functional theory data (the ωB97M-V functional and the def2-TZVPD basis) for a cluster of 2 separate species, C2H8N2S2 in total.

Each line ends with the natural charge from an NBO analysis.
CARTESIAN COORDINATES (ANGSTROEM)
C1 1.259527 -2.224840 0.733522  -0.76
S1 0.642282 -1.554978 -0.862162  0.06
S2 1.697091 0.239874 -0.628658  -0.14
H1 0.836275 -1.583559 1.452429  0.22
H2 2.315605 -2.492395 0.597561  0.24
H3 0.953651 -3.308252 0.997570  0.25
H4 1.528037 0.445195 -1.909784  0.14
N1 -1.343435 0.707372 0.496887  -0.84
C2 -1.542350 1.582492 -0.505901  0.28
N2 -1.596326 2.853923 -0.250616  -0.76
H5 -0.581276 0.970498 1.024312  0.39
H6 -1.479806 -0.233543 0.003262  0.39
H7 -1.640093 1.303475 -1.691857  0.18
H8 -1.049182 3.294737 0.543435  0.35

Atoms 1-3, force components in eV/Å:
C -0.1 -3.4 -1.4
S 0.3 -0.7 0.5
S 0.0 -0.4 0.4

The value obtained for the orbital gap is 8.59 eV. As for the structure (SMILES): [H]/N=C\N.CSS. For the HOMO energy, the calculation gives -8.5 eV. The calculation puts the relative energy (zero: lowest compared OMol25 entry of this formula, charge and spin) at 234.7 kJ/mol. As for the total charge: 0.



Record 2
Density functional theory data (the ωB97M-V functional and the def2-TZVPD basis) for a structure of composition C2H8N2S2.

Each line ends with the natural charge from an NBO analysis.
CARTESIAN COORDINATES (ANGSTROEM)
C1 -0.744500 -1.007462 0.615655  -0.43
C2 1.225493 0.286404 -0.764629  -0.39
N1 -1.345417 0.883867 -0.589127  -0.63
N2 -0.577700 -0.157651 -0.617644  -0.23
S1 2.306523 -0.986452 -0.115612  0.01
S2 1.606150 1.757767 0.241651  -0.03
H1 -1.451423 -0.418015 1.343724  0.19
H2 -1.358678 -1.924295 0.357929  0.21
H3 0.147324 -1.277824 0.940846  0.20
H4 1.424341 0.450545 -1.761158  0.20
H5 -1.230904 1.686555 0.119289  0.33
H6 -1.467512 1.471221 -1.510096  0.36
H7 1.799391 -1.836667 -0.917015  0.11
H8 1.368596 0.938290 1.348452  0.13

Atoms 1-3, force components in eV/Å:
C -6.3 2.2 -1.8
C -2.1 -0.2 3.4
N -2.8 6.0 -1.4

The value obtained for the orbital gap is 8.74 eV. For the HOMO energy, the calculation gives -8.0 eV. The calculation puts the relative energy (zero: lowest compared OMol25 entry of this formula, charge and spin) at 354.0 kJ/mol. As for the total charge: 0.



Record 3
Density functional theory data (the ωB97M-V functional and the def2-TZVPD basis) for a cluster of 2 separate species, C2H8N2S2 in total.

Each line ends with the natural charge from an NBO analysis.
CARTESIAN COORDINATES (ANGSTROEM)
C1 -1.433059 -0.982457 0.412298  -0.65
C2 0.725274 0.169547 -0.643223  -0.21
N1 0.175501 2.318343 0.165895  -0.62
N2 0.807419 1.074191 0.389465  -0.48
S1 -0.763736 -2.312647 1.270094  -0.02
S2 1.872550 -1.148564 -0.750714  0.08
H1 -1.507889 -0.011443 0.877667  0.16
H2 -2.237557 -1.250670 -0.170139  0.18
H3 0.253544 0.421304 -1.693570  0.23
H4 -0.800407 2.090131 0.128543  0.33
H5 0.393449 2.662597 -0.790318  0.35
H6 0.750955 0.709693 1.320333  0.39
H7 0.645141 -1.942684 1.137267  0.11
H8 1.118816 -1.797341 -1.653597  0.15

Atoms 1-3, force components in eV/Å:
C 2.0 0.9 0.5
C -1.9 -0.8 -1.7
N 0.0 0.2 -0.2

The value obtained for the orbital gap (spin up / spin down) is 8.01 / 6.92 eV. For the HOMO energy (spin up / spin down), the calculation gives -7.4 / -6.8 eV. The calculation puts the relative energy (zero: lowest compared OMol25 entry of this formula, charge and spin) at 463.2 kJ/mol. As for the total charge: 0.



Record 4
Density functional theory data (the ωB97M-V functional and the def2-TZVPD basis) for a cluster of 2 separate species, C2H8N2S2 in total.

Each line ends with the natural charge from an NBO analysis.
CARTESIAN COORDINATES (ANGSTROEM)
C1 -1.750692 0.154697 0.149540  0.01
C2 2.116107 -0.471124 0.202344  0.00
N1 -3.055325 -0.260716 0.218856  -0.62
N2 2.204908 -1.090762 -0.953212  -0.65
S1 -0.957294 1.565140 -0.367984  0.26
S2 2.793238 1.089152 0.175955  0.26
H1 -3.792223 0.432057 0.181765  0.43
H2 1.638684 -0.967408 1.130095  0.29
H3 -3.281763 -1.019492 0.787839  0.44
H4 1.797648 -1.954412 -1.203289  0.44
H5 2.613471 -0.617323 -1.747942  0.44
H6 -1.195173 -0.780762 0.077426  0.24
H7 -1.795431 2.660303 -0.235320  0.23
H8 2.663839 1.260652 1.583933  0.22

Atoms 1-3, force components in eV/Å:
C -3.5 -1.6 -1.4
C 0.1 -0.7 -0.2
N 2.8 4.2 -0.3

The value obtained for the orbital gap is 9.67 eV. For the HOMO energy, the calculation gives -18.6 eV. The calculation puts the relative energy (zero: lowest compared OMol25 entry of this formula, charge and spin) at 0.0 kJ/mol. As for the total charge: +2.



Record 5
Density functional theory data (the ωB97M-V functional and the def2-TZVPD basis) for a cluster of 2 separate species, C2H8N3 in total.

Each line ends with the natural charge from an NBO analysis.
CARTESIAN COORDINATES (ANGSTROEM)
C1 0.237718 0.987094 1.481011  -0.19
C2 0.652848 -0.301965 0.873735  0.18
N1 0.776495 0.726578 0.156088  -0.03
N2 0.999681 1.293197 -0.992084  -0.56
N3 -1.274832 -1.635510 -0.714947  -1.11
H1 -0.815321 1.230756 1.567481  0.22
H2 0.885565 1.488405 2.193826  0.22
H3 0.706920 -1.361804 0.856469  0.28
H4 1.113194 2.299558 -1.011696  0.43
H5 1.402625 0.741091 -1.738698  0.43
H6 -1.901359 -1.007166 -1.210150  0.38
H7 -1.849826 -2.157661 -0.062280  0.38
H8 -0.933709 -2.302574 -1.398755  0.38

Atoms 1-3, force components in eV/Å:
C -0.2 0.1 0.7
C 0.0 1.2 -0.6
N 0.1 -1.0 1.3

The value obtained for the orbital gap is 10.32 eV. For the HOMO energy, the calculation gives -14.2 eV. The calculation puts the relative energy (zero: lowest compared OMol25 entry of this formula, charge and spin) at 445.0 kJ/mol. As for the total charge: +1.



Record 6
Density functional theory data (the ωB97M-V functional and the def2-TZVPD basis) for a cluster of 2 separate species, C2H8N3 in total.

Each line ends with the natural charge from an NBO analysis.
CARTESIAN COORDINATES (ANGSTROEM)
C1 -0.026014 -1.342499 0.433109  0.13
N1 -0.659533 -2.100620 -0.432665  -0.68
H1 0.864840 -0.818271 0.116606  0.21
H2 -0.193560 -1.555910 1.492039  0.24
H3 -1.336961 -2.716469 -0.137401  0.42
H4 -0.412367 -2.110496 -1.413347  0.42
N2 1.304887 1.564792 -0.334972  -0.79
C2 -0.065712 1.581021 -0.096826  0.34
N3 -0.737036 0.662088 0.555146  -0.71
H5 1.707408 2.404754 -0.686135  0.42
H6 1.872243 1.029625 0.306647  0.40
H7 -0.583858 2.455180 -0.503946  0.20
H8 -1.734336 0.946805 0.701745  0.40

Atoms 1-3, force components in eV/Å:
C -0.3 0.2 0.1
N 2.1 1.9 -0.4
H 0.0 -0.5 0.0

The value obtained for the orbital gap is 10.65 eV. For the HOMO energy, the calculation gives -14.4 eV. The calculation puts the relative energy (zero: lowest compared OMol25 entry of this formula, charge and spin) at 169.0 kJ/mol. As for the total charge: +1.



Record 7
Density functional theory data (the ωB97M-V functional and the def2-TZVPD basis) for a cluster of 2 separate species, C2H8N3OP in total.

Each line ends with the natural charge from an NBO analysis.
CARTESIAN COORDINATES (ANGSTROEM)
C1 2.437412 -0.363324 -0.256156  -0.24
C2 1.221364 0.604310 -0.421449  -0.27
N1 1.209651 -0.585799 0.433838  -0.61
N2 -2.013688 0.946257 1.205617  -1.27
N3 -1.835241 -1.257216 0.032544  -1.18
O1 -3.034797 0.583566 -1.391883  -1.02
P1 -2.295769 0.307542 -0.161825  2.22
H1 2.926188 -0.861132 -0.991280  0.20
H2 3.195896 0.009016 0.353212  0.18
H3 1.251487 1.580258 -0.022190  0.19
H4 0.727638 0.659189 -1.382708  0.19
H5 1.205207 -0.238201 1.386101  0.37
H6 -2.024065 1.995896 1.330494  0.40
H7 -1.021472 -1.412593 0.569062  0.43
H8 -1.949811 -1.967772 -0.683375  0.41

Atoms 1-3, force components in eV/Å:
C -1.7 3.8 1.9
C 1.8 -1.5 -1.0
N -1.9 -0.4 -0.5

The value obtained for the orbital gap is 10.29 eV. For the HOMO energy, the calculation gives -9.7 eV. The calculation puts the relative energy (zero: lowest compared OMol25 entry of this formula, charge and spin) at 122.2 kJ/mol. As for the total charge: 0.



Record 8
Density functional theory data (the ωB97M-V functional and the def2-TZVPD basis) for a cluster of 2 separate species, C2H8N3OS in total.

Each line ends with the natural charge from an NBO analysis.
CARTESIAN COORDINATES (ANGSTROEM)
C1 -0.756319 0.899093 -0.355329  0.75
C2 2.263466 0.849766 0.970525  -0.86
N1 -1.619054 0.957142 -1.407490  -0.78
N2 0.271126 -0.083558 -0.737171  -0.51
N3 -0.955380 -1.959945 0.263482  -1.00
O1 -0.721101 1.432523 0.698792  -0.52
S1 1.779457 -0.237869 -0.371680  1.07
H1 1.588507 0.633747 1.888007  0.30
H2 2.307353 1.897807 0.777809  0.29
H3 3.280090 0.558573 1.131790  0.26
H4 -1.569444 0.299658 -2.095582  0.41
H5 -2.336314 1.748891 -1.619766  0.45
H6 -0.853252 -2.586990 -0.525222  0.37
H7 -0.719007 -2.518234 1.062435  0.38
H8 -1.960128 -1.890610 0.319394  0.38

Atoms 1-3, force components in eV/Å:
C -0.3 -0.4 -0.8
C -1.2 -1.1 1.6
N -1.6 3.9 1.7

The value obtained for the orbital gap (spin up / spin down) is 7.70 / 7.69 eV. For the HOMO energy (spin up / spin down), the calculation gives -14.6 / -14.6 eV. The calculation puts the relative energy (zero: lowest compared OMol25 entry of this formula, charge and spin) at 163.7 kJ/mol. As for the total charge: +1.



Number 1: DFT total energy -26852.011 eV. Number 2: DFT total energy -26850.775 eV. Number 3: DFT total energy -26849.643 eV. Number 4: DFT total energy -26835.893 eV. Number 5: DFT total energy -6664.017 eV. Number 6: DFT total energy -6666.878 eV. Number 7: DFT total energy -18009.329 eV. Number 8: DFT total energy -19547.922 eV.